{
  "formula": "C42H102F4N15O17P5",
  "method": "the ωB97M-V functional and the def2-TZVPD basis",
  "orbital_gap_ev": 8.25,
  "energy_ev": -159685.73975,
  "largest_force_ev_per_a": 2.7,
  "smiles": "CN(C)P(=O)(N(C)C)N(C)C.CN(C)P(=O)(N(C)C)N(C)C.CN(C)P(=O)(N(C)C)N(C)C.CN(C)P(=O)(N(C)C)N(C)C.CN(C)P(=O)(N(C)C)N(C)C.O=C1OC[C@@H](F)O1.O=C1OC[C@@H](F)O1.O=C1OC[C@@H](F)O1.O=C1OC[C@@H](F)O1",
  "species": ["C", "N", "C", "P", "O", "N", "C", "C", "N", "C", "C", "H", "H", "H", "H", "H", "H", "H", "H", "H", "H", "H", "H", "H", "H", "H", "H", "H", "H", "C", "N", "C", "P", "O", "N", "C", "C", "N", "C", "C", "H", "H", "H", "H", "H", "H", "H", "H", "H", "H", "H", "H", "H", "H", "H", "H", "H", "H", "C", "N", "C", "P", "O", "N", "C", "C", "N", "C", "C", "H", "H", "H", "H", "H", "H", "H", "H", "H", "H", "H", "H", "H", "H", "H", "H", "H", "H", "C", "N", "C", "P", "O", "N", "C", "C", "N", "C", "C", "H", "H", "H", "H", "H", "H", "H", "H", "H", "H", "H", "H", "H", "H", "H", "H", "H", "H", "C", "N", "C", "P", "O", "N", "C", "C", "N", "C", "C", "H", "H", "H", "H", "H", "H", "H", "H", "H", "H", "H", "H", "H", "H", "H", "H", "H", "H", "O", "C", "O", "C", "C", "F", "O", "H", "H", "H", "O", "C", "O", "C", "C", "F", "O", "H", "H", "H", "O", "C", "O", "C", "C", "F", "O", "H", "H", "H", "O", "C", "O", "C", "C", "F", "O", "H", "H", "H"],
  "positions_angstrom": [[0.184, 1.200, 0.076], [-0.406, 1.199, -1.260], [0.044, 2.353, -2.022], [-0.680, -0.298, -2.037], [-1.064, -0.061, -3.439], [0.697, -1.301, -1.833], [1.690, -1.542, -2.870], [1.035, -1.933, -0.547], [-1.792, -0.958, -0.966], [-2.140, -2.373, -1.148], [-2.820, -0.129, -0.347], [1.220, 0.853, -0.004], [-0.332, 0.545, 0.780], [0.138, 2.215, 0.469], [1.111, 2.266, -2.257], [-0.171, 3.338, -1.606], [-0.422, 2.423, -3.009], [2.697, -1.369, -2.501], [1.518, -2.554, -3.254], [1.520, -0.947, -3.767], [0.119, -2.243, -0.036], [1.612, -2.808, -0.835], [1.442, -1.339, 0.276], [-1.193, -2.913, -1.192], [-2.675, -2.777, -0.290], [-2.698, -2.610, -2.057], [-3.513, 0.196, -1.130], [-2.379, 0.659, 0.256], [-3.481, -0.707, 0.302], [4.743, 0.845, -7.333], [6.167, 0.524, -7.264], [6.978, 0.804, -8.444], [6.642, -0.813, -6.325], [6.500, -2.117, -7.043], [8.197, -0.568, -5.729], [8.893, 0.716, -5.729], [8.869, -1.755, -5.234], [5.678, -0.611, -4.972], [5.904, 0.583, -4.142], [4.383, -1.226, -4.843], [4.359, 0.974, -6.323], [4.172, 0.075, -7.860], [4.478, 1.783, -7.826], [7.993, 0.444, -8.248], [6.912, 1.876, -8.615], [6.775, 0.172, -9.318], [8.224, 1.569, -5.784], [9.429, 0.776, -4.776], [9.655, 0.679, -6.511], [9.690, -2.037, -5.906], [9.256, -1.613, -4.225], [8.249, -2.645, -5.326], [6.664, 0.437, -3.372], [6.313, 1.368, -4.783], [4.943, 0.922, -3.762], [4.205, -1.809, -5.750], [3.556, -0.506, -4.885], [4.259, -1.836, -3.948], [1.570, 8.080, 4.852], [0.336, 7.430, 4.450], [-0.367, 8.264, 3.491], [0.443, 5.726, 4.306], [1.658, 5.280, 3.598], [0.447, 5.203, 5.926], [0.024, 3.848, 6.252], [0.765, 6.036, 7.095], [-1.043, 5.242, 3.718], [-1.160, 4.363, 2.568], [-2.233, 5.536, 4.485], [2.218, 7.617, 5.587], [1.305, 9.056, 5.290], [2.104, 8.487, 3.982], [-0.347, 9.313, 3.796], [-1.416, 7.975, 3.445], [0.073, 8.304, 2.488], [-1.071, 3.755, 6.354], [0.162, 3.252, 5.345], [0.417, 3.477, 7.194], [1.849, 6.113, 7.196], [0.268, 6.999, 6.973], [0.350, 5.567, 7.986], [-0.637, 4.899, 1.771], [-0.647, 3.407, 2.707], [-2.167, 4.136, 2.224], [-2.601, 4.728, 5.127], [-3.092, 5.653, 3.812], [-2.221, 6.470, 5.045], [-9.908, 1.256, 2.694], [-9.068, 2.407, 2.293], [-9.250, 3.602, 3.151], [-8.038, 2.277, 0.976], [-8.703, 1.753, -0.267], [-7.356, 3.816, 0.833], [-7.964, 4.766, -0.117], [-6.111, 4.229, 1.455], [-6.763, 1.318, 1.525], [-6.236, 0.245, 0.668], [-6.412, 1.115, 2.940], [-10.690, 1.611, 3.358], [-9.255, 0.541, 3.200], [-10.286, 0.808, 1.775], [-8.821, 4.485, 2.692], [-8.801, 3.407, 4.131], [-10.300, 3.712, 3.429], [-8.846, 4.312, -0.560], [-8.226, 5.643, 0.482], [-7.259, 5.072, -0.892], [-6.079, 4.034, 2.531], [-5.286, 3.659, 1.022], [-5.917, 5.297, 1.361], [-6.100, 0.634, -0.340], [-5.376, -0.301, 1.044], [-6.985, -0.556, 0.616], [-7.338, 0.849, 3.453], [-6.021, 2.027, 3.396], [-5.661, 0.346, 3.077], [-0.692, -4.959, 2.601], [0.622, -4.931, 3.231], [1.166, -3.585, 3.410], [1.757, -6.166, 3.087], [3.041, -5.936, 3.793], [0.939, -7.531, 3.641], [-0.092, -8.251, 2.929], [1.190, -7.963, 5.015], [1.827, -6.333, 1.422], [2.232, -5.217, 0.625], [1.863, -7.636, 0.707], [-1.391, -5.485, 3.255], [-0.632, -5.429, 1.615], [-1.134, -3.976, 2.438], [1.854, -3.500, 4.252], [0.313, -2.973, 3.701], [1.665, -3.181, 2.523], [-0.832, -8.640, 3.633], [-0.747, -7.661, 2.282], [0.267, -9.079, 2.314], [0.764, -7.364, 5.824], [0.804, -8.981, 5.064], [2.263, -8.010, 5.206], [3.030, -5.467, -0.075], [1.377, -4.816, 0.059], [2.549, -4.313, 1.138], [0.924, -7.779, 0.170], [2.055, -8.432, 1.421], [2.634, -7.662, -0.064], [-2.324, -5.785, -6.189], [-2.095, -4.633, -5.972], [-2.980, -3.725, -5.520], [-2.229, -2.574, -5.118], [-1.014, -2.654, -5.997], [0.070, -2.263, -5.254], [-0.897, -4.056, -5.998], [-2.818, -1.661, -5.145], [-1.861, -2.729, -4.103], [-0.987, -2.150, -6.965], [-0.141, 0.076, 3.616], [-1.133, -0.337, 4.105], [-2.364, 0.124, 3.805], [-3.273, -0.862, 4.135], [-2.612, -1.601, 5.302], [-2.821, -2.938, 5.126], [-1.234, -1.359, 4.992], [-4.290, -0.512, 4.329], [-3.565, -1.610, 3.385], [-2.999, -1.336, 6.285], [3.617, -0.570, 1.700], [3.938, -1.696, 1.859], [4.324, -2.149, 3.087], [5.091, -3.292, 2.947], [5.218, -3.428, 1.408], [5.149, -4.736, 1.086], [4.158, -2.627, 0.890], [6.114, -3.113, 3.296], [4.723, -4.222, 3.386], [6.195, -3.075, 1.071], [3.118, 3.157, -4.890], [2.143, 2.692, -5.402], [1.421, 3.267, -6.314], [0.247, 2.511, -6.613], [0.756, 1.097, -6.223], [1.541, 0.549, -7.183], [1.591, 1.463, -5.129], [-0.553, 2.867, -5.963], [-0.074, 2.729, -7.628], [-0.046, 0.449, -5.882]]
}

{
  "formula": "C2H4N2O2",
  "method": "the ωB97M-V functional and the def2-TZVPD basis",
  "orbital_gap_ev": 8.91,
  "energy_ev": -9206.97044,
  "largest_force_ev_per_a": 5.6,
  "species": ["C", "C", "N", "N", "O", "O", "H", "H", "H", "H"],
  "positions_angstrom": [[0.542, -0.557, 0.302], [-0.574, 0.059, -0.151], [1.450, -1.335, -0.037], [-1.995, -0.394, -0.284], [-2.190, -1.578, -0.468], [-2.763, 0.499, -0.034], [2.310, 2.442, 0.129], [1.765, 1.750, 0.230], [-0.542, 1.215, 0.050], [1.996, -2.102, 0.264]]
}

{
  "formula": "C8H16Cl16",
  "method": "the ωB97M-V functional and the def2-TZVPD basis",
  "orbital_gap_ev": 10.95,
  "energy_ev": -208914.48377,
  "largest_force_ev_per_a": 1.0,
  "smiles": "ClCCl.ClCCl.ClCCl.ClCCl.ClCCl.ClCCl.ClCCl.ClCCl",
  "species": ["Cl", "C", "Cl", "H", "H", "Cl", "C", "Cl", "H", "H", "Cl", "C", "Cl", "H", "H", "Cl", "C", "Cl", "H", "H", "Cl", "C", "Cl", "H", "H", "Cl", "C", "Cl", "H", "H", "Cl", "C", "Cl", "H", "H", "Cl", "C", "Cl", "H", "H"],
  "positions_angstrom": [[3.441, -3.625, -4.371], [3.557, -3.114, -6.075], [5.265, -2.765, -6.454], [3.201, -3.943, -6.673], [2.970, -2.228, -6.284], [10.044, -1.497, -13.261], [10.498, -2.667, -11.985], [10.744, -1.822, -10.434], [9.661, -3.339, -11.853], [11.444, -3.104, -12.270], [6.883, -2.972, -11.300], [6.548, -3.045, -9.571], [7.807, -2.240, -8.652], [5.568, -2.619, -9.384], [6.467, -4.088, -9.275], [1.520, -6.245, -8.939], [1.455, -4.476, -9.016], [2.991, -3.700, -9.408], [0.744, -4.153, -9.768], [1.123, -4.145, -8.038], [5.948, -6.155, -7.397], [7.329, -7.209, -7.080], [6.913, -8.556, -6.001], [7.638, -7.709, -7.990], [8.096, -6.597, -6.627], [5.077, -4.270, -13.846], [4.911, -2.510, -14.127], [4.591, -2.213, -15.849], [4.056, -2.180, -13.553], [5.850, -2.034, -13.886], [7.167, 2.555, -10.087], [7.740, 1.031, -9.409], [8.685, 1.280, -7.933], [6.897, 0.399, -9.167], [8.355, 0.584, -10.182], [8.991, -5.532, -10.099], [8.011, -6.587, -11.147], [6.314, -6.591, -10.755], [8.127, -6.211, -12.159], [8.409, -7.593, -11.076]]
}

{
  "formula": "C17H25ClN3O4STl",
  "method": "the ωB97M-V functional and the def2-TZVPD basis",
  "orbital_gap_ev": 7.38,
  "total_charge": 2,
  "energy_ev": -58730.74356,
  "largest_force_ev_per_a": 0.7,
  "species": ["Tl", "C", "C", "C", "C", "C", "O", "C", "C", "C", "C", "C", "C", "Cl", "C", "C", "C", "N", "C", "N", "C", "N", "H", "H", "H", "H", "H", "H", "H", "H", "H", "H", "H", "H", "H", "H", "H", "H", "H", "H", "H", "H", "H", "H", "C", "S", "O", "O", "O", "H", "H", "H"],
  "positions_angstrom": [[-0.319, -1.428, -1.073], [4.819, -2.756, 4.765], [4.554, -1.932, 3.493], [5.279, -2.657, 2.350], [3.044, -1.937, 3.241], [5.134, -0.491, 3.671], [6.506, -0.559, 4.030], [4.464, 0.316, 4.849], [3.259, 1.150, 4.684], [2.062, 1.062, 5.339], [1.084, 2.086, 5.114], [-0.117, 2.072, 5.758], [-0.388, 1.019, 6.643], [-1.876, 0.976, 7.436], [0.546, -0.011, 6.900], [1.746, 0.011, 6.265], [5.315, 0.358, 2.377], [4.301, 0.368, 1.317], [4.396, -0.112, 0.078], [3.284, 0.088, -0.621], [2.490, 0.751, 0.207], [3.077, 0.935, 1.381], [4.361, -3.737, 4.641], [4.389, -2.325, 5.670], [5.882, -2.940, 4.935], [5.030, -3.717, 2.385], [6.362, -2.568, 2.439], [4.973, -2.307, 1.367], [2.714, -2.968, 3.103], [2.732, -1.399, 2.350], [2.479, -1.537, 4.084], [6.626, -1.121, 4.805], [5.249, 1.037, 5.111], [4.354, -0.359, 5.692], [2.622, 1.224, 2.237], [3.375, 2.026, 4.043], [1.317, 2.895, 4.432], [-0.855, 2.846, 5.602], [0.291, -0.789, 7.606], [2.470, -0.765, 6.471], [6.201, -0.044, 1.890], [5.547, 1.392, 2.639], [5.292, -0.592, -0.283], [1.470, 1.058, 0.022], [-1.842, -0.042, 2.713], [-0.356, 0.070, 1.774], [0.117, -1.301, 1.541], [0.566, 0.904, 2.540], [-0.708, 0.678, 0.471], [-1.608, -0.525, 3.660], [-2.562, -0.638, 2.157], [-2.228, 0.963, 2.868]]
}